Entry 1:
# C22H16AuBrClN4

A molecular structure, C22H16AuBrClN4 (the ωB97M-V functional and the def2-TZVPD basis, OMol25).

Each line ends with the Löwdin charge.
Positions of all 45 atoms, in Å:
Au -0.01 0.07 -0.03  1.151
N -5.08 5.56 6.88  0.176
C -4.51 4.93 6.12  -0.169
C -3.78 4.13 5.15  -0.215
C -2.74 3.31 5.58  -0.003
C -2.05 2.54 4.66  -0.010
C -2.39 2.59 3.31  -0.222
C -3.44 3.41 2.89  -0.009
C -4.13 4.18 3.81  0.000
C -1.64 1.76 2.31  -0.033
C -0.37 2.28 1.98  -0.235
C 0.18 3.48 2.46  0.004
C 1.42 3.66 1.87  -0.048
C 1.60 2.58 1.00  -0.144
N 0.56 1.75 1.08  -0.106
C -2.34 0.65 1.85  -0.259
C -3.66 0.27 2.23  0.007
C -4.00 -0.87 1.53  -0.040
C -2.89 -1.15 0.70  -0.136
N -1.91 -0.28 0.90  -0.089
H -2.48 3.27 6.63  0.127
H -1.23 1.91 4.98  0.130
H -3.70 3.44 1.84  0.131
H -4.94 4.82 3.49  0.128
H -0.29 4.14 3.17  0.123
H 2.12 4.47 2.02  0.108
H 2.44 2.38 0.35  0.118
H -4.26 0.77 2.97  0.123
H -4.92 -1.43 1.58  0.109
H -2.80 -1.96 -0.02  0.115
Cl -2.30 1.86 -1.40  0.627
C -0.65 1.34 -1.44  -0.684
H 0.02 2.19 -1.39  0.017
H -0.47 0.70 -2.31  0.043
Br 2.32 -4.26 4.66  0.854
C 1.74 -3.08 3.33  -0.680
C 0.78 -3.49 2.42  -0.078
C 0.37 -2.59 1.46  -0.114
N 0.86 -1.35 1.38  -0.089
C 1.79 -0.96 2.26  -0.100
C 2.25 -1.80 3.26  -0.077
H 0.36 -4.49 2.44  0.117
H -0.38 -2.87 0.73  0.108
H 2.16 0.05 2.17  0.106
H 3.00 -1.45 3.96  0.117

Output
- orbital gap (eV) = 5.8
- net charge = +1
- 2S+1 = 1
- ΔE to the lowest compared entry with this formula, charge and spin (kcal/mol) = 0.0
- M (u) = 648.7



Entry 2:
# CH2N2O3

A single CH2N2O3 molecule at a distorted geometry (the ωB97M-V functional and the def2-TZVPD basis, OMol25).

Each line ends with the Löwdin charge.
Positions of all 8 atoms, in Å:
C 1.03 -0.18 -0.52  -0.526
N -0.41 0.66 1.16  0.144
N -1.30 -0.54 -0.45  0.130
O 2.11 -0.34 -1.02  0.167
O 0.83 0.54 0.63  -0.020
O -0.14 -0.55 -1.09  -0.007
H -0.56 1.61 1.02  0.048
H -1.55 -1.20 0.26  0.065

Output
- orbital gap (spin up / spin down) (eV) = 9.7 / 9.2
- net charge = 0
- 2S+1 = 1
- ΔE to the lowest compared entry with this formula, charge and spin (kcal/mol) = 102.3
- M (u) = 90.0



Entry 3:
# C7H5Br2NO

2 unconnected molecules or ions with the total composition C7H5Br2NO at a distorted geometry (the ωB97M-V functional and the def2-TZVPD basis, OMol25).

Each line ends with the Löwdin charge.
Positions of all 16 atoms, in Å:
C -2.54 0.20 1.22  -0.313
C -0.15 1.64 0.05  0.005
C 0.92 1.88 -0.75  -0.095
C 0.11 0.00 -1.45  -0.101
C -0.70 0.40 -0.40  -0.294
C 1.68 -1.90 0.93  -0.548
C -1.83 -0.26 0.13  -0.615
N -3.12 0.56 2.15  0.177
O 1.08 0.89 -1.65  0.008
Br 3.17 -1.53 -0.08  0.651
Br -2.31 -1.97 -0.54  0.790
H -0.52 2.25 0.85  0.117
H 1.62 2.69 -0.76  0.128
H 0.07 -0.85 -2.10  0.124
H 1.42 -1.22 1.71  -0.013
H 1.10 -2.77 0.69  -0.022

Output
- orbital gap (spin up / spin down) (eV) = 8.1 / 6.8
- net charge = 0
- 2S+1 = 1
- ΔE to the lowest compared entry with this formula, charge and spin (kcal/mol) = 66.8
- M (u) = 278.9



Entry 4:
# C21H33MgN3O7P2

A molecular structure, C21H33MgN3O7P2 at a distorted geometry (the ωB97M-V functional and the def2-TZVPD basis, OMol25).

Each line ends with the Löwdin charge.
Positions of all 67 atoms, in Å:
P 0.30 -1.87 0.03  0.835
P 0.17 1.56 -0.13  0.829
C 0.01 -0.91 -1.55  -0.386
C 0.54 0.53 -1.58  -0.409
H -1.06 -0.95 -1.81  0.092
H 0.55 -1.48 -2.32  0.025
H 1.62 0.56 -1.81  0.102
H 0.04 1.06 -2.39  0.019
C -1.55 2.12 -0.26  -0.237
H -1.79 2.65 0.68  0.063
H -2.23 1.26 -0.35  0.060
H -1.69 2.81 -1.12  0.047
C 1.28 2.99 -0.07  -0.239
H 1.27 3.56 -1.01  0.050
H 2.31 2.63 0.16  0.061
H 0.94 3.63 0.77  0.067
C -0.77 -3.30 -0.24  -0.218
H -0.62 -3.98 0.61  0.056
H -0.49 -3.82 -1.17  0.061
H -1.82 -2.97 -0.31  0.069
C 2.01 -2.41 -0.24  -0.215
H 2.70 -1.55 -0.23  0.068
H 2.11 -2.93 -1.20  0.054
H 2.26 -3.11 0.57  0.052
Mg 0.34 0.09 1.78  0.475
C 0.77 1.42 -4.48  -0.116
C -0.58 1.52 -4.40  -0.126
C -1.52 0.77 -5.29  -0.176
C -1.10 -0.70 -5.62  -0.181
C -0.40 -1.48 -4.54  -0.110
C 0.94 -1.59 -4.47  -0.132
C 1.89 -0.79 -5.32  -0.172
C 1.47 0.69 -5.58  -0.182
C 0.29 -2.00 2.38  -0.174
H 1.42 1.96 -3.79  0.105
H -1.07 2.25 -3.75  0.102
H -1.65 1.30 -6.25  0.123
H -2.51 0.76 -4.82  0.108
H -2.00 -1.24 -5.91  0.114
H -0.48 -0.68 -6.52  0.100
H -1.06 -2.06 -3.89  0.106
H 1.43 -2.38 -3.89  0.102
H 2.03 -1.27 -6.30  0.122
H 2.88 -0.81 -4.84  0.108
H 2.38 1.25 -5.83  0.115
H 0.86 0.72 -6.49  0.101
H 0.80 -1.52 3.25  0.047
H 0.84 -2.93 2.20  0.010
H -0.76 -2.22 2.65  0.040
O -1.38 0.65 9.31  0.033
N -0.39 0.96 8.62  -0.331
O 0.71 1.27 9.11  0.047
C -0.53 0.93 7.18  -0.149
C -1.75 0.50 6.64  0.063
C -1.86 0.29 5.27  -0.069
C -0.80 0.66 4.37  -0.287
O -1.01 0.69 3.11  -0.135
C 0.48 1.01 4.97  -0.055
C 0.56 1.24 6.34  0.074
N 1.68 1.30 4.18  -0.394
O 2.56 2.02 4.68  -0.041
O 1.85 0.79 3.01  -0.198
N -3.10 -0.30 4.74  -0.310
O -4.18 0.00 5.31  0.049
O -3.02 -1.06 3.77  0.043
H -2.62 0.32 7.27  0.129
H 1.49 1.60 6.75  0.119

Output
- orbital gap (spin up / spin down) (eV) = 7.6 / 4.2
- net charge = 0
- 2S+1 = 1
- ΔE to the lowest compared entry with this formula, charge and spin (kcal/mol) = 0.0
- M (u) = 525.8